A molecular structure, C48H51Cl2N8O5STi, computed with ωB97M-V/def2-TZVPD.

Each line ends with the Löwdin spin population.
Atoms and positions in Å:
Ti: -0.1542 -0.5944 -0.2909  0.026
C: -0.1692 -4.9008 0.1784  0.001
C: 1.1951 -4.5416 -0.3007  0.000
C: 2.0134 -5.5298 -0.7937  0.000
C: 3.3110 -5.2238 -1.1346  0.000
C: 3.8150 -3.9446 -0.9693  0.000
C: 3.0126 -2.9009 -0.4902  0.000
C: 3.5944 -1.5283 -0.3241  0.000
C: 1.7030 -3.2565 -0.0815  0.000
N: 0.8646 -2.3027 0.5294  0.005
C: 0.6672 -2.5073 1.8726  0.044
O: 1.3504 -3.2098 2.6165  0.062
C: -0.5595 -1.8720 2.3415  0.163
C: -1.2068 -2.2311 3.5057  0.013
C: -2.5391 -1.9216 3.6929  0.187
C: -3.2202 -1.2849 2.6218  0.046
C: -2.5070 -0.8722 1.5145  0.088
N: -1.1976 -1.0890 1.4084  0.248
C: -3.1383 -0.5104 0.2175  0.015
O: -4.3320 -0.1574 0.1480  0.031
N: -2.2679 -0.6618 -0.8046  -0.001
C: -2.6291 -0.2991 -2.1099  -0.001
C: -2.4974 -1.2755 -3.1179  0.001
C: -2.0839 -2.6497 -2.6895  0.000
C: -2.6132 -0.9136 -4.4580  0.000
C: -3.0187 0.3673 -4.8128  0.001
C: -3.2612 1.3101 -3.8123  0.000
C: -3.0603 0.9851 -2.4492  0.000
C: -3.3085 2.0726 -1.4290  0.000
H: -0.4774 -5.8450 -0.2691  0.000
H: -0.8781 -4.0945 -0.0225  0.001
H: -0.1261 -4.9994 1.2677  0.000
H: 1.6229 -6.5270 -0.8652  0.000
H: 3.9467 -5.9811 -1.5380  0.000
H: 4.8361 -3.7376 -1.3080  0.000
H: 3.8233 -1.3046 0.7103  0.000
H: 2.9241 -0.7162 -0.5975  0.000
H: 4.5657 -1.4712 -0.8444  0.000
H: -0.6639 -2.8911 4.2023  -0.003
H: -3.0766 -2.3325 4.5117  0.017
H: -4.2695 -1.1495 2.5915  0.000
H: -1.0310 -2.6576 -2.3653  0.000
H: -2.1748 -3.2859 -3.5704  0.000
H: -2.6895 -3.0503 -1.8928  0.000
H: -2.3261 -1.6657 -5.2019  0.000
H: -3.1086 0.6278 -5.8612  0.000
H: -3.5037 2.3139 -4.0638  0.000
H: -3.1822 3.0397 -1.9277  0.000
H: -2.5376 1.9883 -0.6413  0.000
H: -4.2682 1.9461 -0.9876  0.000
Cl: -2.9253 3.4184 2.8514  0.000
C: -4.0620 2.1235 3.0858  0.002
Cl: -5.3791 2.6293 4.1972  0.001
H: -3.5452 1.2692 3.5199  0.001
H: -4.4662 1.8793 2.1053  0.000
N: -0.0045 1.1281 -0.4092  0.018
C: 0.5032 2.3667 -0.0776  0.003
C: 1.2054 3.1282 -1.0716  0.003
C: 1.6226 4.4327 -0.8187  0.000
C: 1.4157 4.9904 0.4339  0.003
C: 0.8069 4.2345 1.4434  0.000
C: 0.3693 2.9421 1.2071  0.002
H: 1.3881 2.6345 -1.9929  0.000
H: 2.1383 5.0294 -1.5656  0.000
H: 1.7730 5.9827 0.6610  0.000
H: 0.6568 4.7044 2.4205  0.000
H: -0.0674 2.3579 1.9776  0.000
N: -1.6988 0.6579 5.3150  0.007
C: -0.6207 1.4572 5.5033  0.001
S: 0.8850 1.1008 4.9747  0.000
N: -0.9015 2.6611 6.1858  0.000
C: 0.1566 3.6138 6.4025  0.000
C: 0.2932 4.6986 5.5678  0.000
C: 1.3214 5.6231 5.7933  0.000
C: 2.2436 5.3672 6.8346  0.000
C: 2.0764 4.3031 7.7022  0.000
C: 1.0321 3.4295 7.4512  0.000
H: -1.5718 -0.1471 4.6904  0.005
H: -2.5661 0.7924 5.7888  0.001
H: -1.7473 3.0673 5.8262  0.000
H: -0.4675 4.8180 4.7494  0.000
H: 1.4217 6.5207 5.1767  0.000
H: 3.0710 6.0514 7.0365  0.000
H: 2.7275 4.1714 8.5869  0.000
H: 0.8496 2.5148 8.0401  0.000
C: -0.4648 -1.9188 -8.3176  0.000
C: 0.0387 -1.5107 -6.9660  0.000
C: 0.6495 -2.4898 -6.1458  0.000
C: 1.0284 -2.1971 -4.8317  0.000
C: 1.6791 -3.2953 -4.0035  0.000
C: 0.8423 -0.8943 -4.3385  0.000
C: 0.2782 0.1017 -5.1142  0.000
C: -0.0245 1.4806 -4.5811  0.000
C: -0.0726 -0.2295 -6.4362  0.000
C: 1.2446 -0.5111 -2.8939  0.000
O: 2.0575 0.3750 -2.7136  0.000
O: 0.7093 -1.2243 -1.9608  0.001
H: -1.2990 -2.6578 -8.2450  0.000
H: 0.3064 -2.3839 -8.9397  0.000
H: -0.8202 -1.0507 -8.8441  0.000
H: 0.8524 -3.4986 -6.5019  0.000
H: 2.1093 -4.1242 -4.6089  0.000
H: 1.0573 -3.6334 -3.2171  0.000
H: 2.5287 -2.8556 -3.4850  0.000
H: 0.1069 1.5530 -3.4984  0.000
H: -1.0617 1.7496 -4.7781  0.000
H: 0.6363 2.2303 -5.0484  0.000
H: -0.5013 0.5509 -7.0569  0.000
N: 3.5400 1.5764 2.3472  0.000
C: 2.7251 0.4474 2.3706  0.001
N: 3.2549 -0.6117 3.0558  0.000
O: 1.6661 0.3332 1.7805  0.003
H: 3.8191 1.7966 3.3131  0.000
H: 3.0267 2.3521 1.9372  0.000
H: 4.2641 -0.6975 3.1390  0.000
H: 2.7210 -1.4783 3.0842  0.001

Its molar mass is 970.8 g mol⁻¹. The calculation puts the total energy at -4842.3149 hartree. The energy above the lowest of the compared OMol25 structures with the same formula, charge and spin comes out at 0.0 kcal per mole. The highest occupied orbital energy (spin up / spin down) is -0.14 / -2.19 eV. The value obtained for the maximum force is 1.8 eV/Å. The net charge is -2. As for the spin multiplicity: 2.



8 unconnected molecules or ions with the total composition C48H51F5N10O3S, computed with ωB97M-V/def2-TZVPD.

Each line ends with the Mulliken charge.
Atoms and positions in Å:
C: -1.1657 4.3933 1.2243  -1.136
C: -1.2585 4.6146 -0.2826  0.453
C: -2.2402 3.6702 -0.9985  -0.989
C: -1.5586 2.3324 -1.3344  -0.737
C: -2.4745 1.0431 -1.2998  1.544
N: -3.8970 1.3061 -1.3800  -0.527
C: -2.1564 0.3015 -2.5348  -0.696
N: -1.8916 -0.3430 -3.4379  -0.439
C: -2.2055 0.1458 -0.0258  0.936
C: -3.2207 -0.9048 -0.0294  -0.637
N: -4.0361 -1.6936 -0.0592  -0.620
C: -2.3466 1.0380 1.2343  -0.417
C: -3.1174 0.3618 2.3483  -0.488
C: -2.6951 0.6747 3.7270  -0.625
O: -2.4213 -0.5667 3.1042  -0.279
S: -0.5807 -0.6992 -0.2046  1.339
O: 0.3986 0.1663 -0.7927  -0.590
O: -0.8259 -1.9236 -0.8920  -0.613
C: 0.1006 -1.2132 1.4503  0.747
F: -0.6149 -2.2662 1.8747  -0.229
F: 0.0980 -0.2347 2.3694  -0.253
C: 1.5896 -1.6852 1.2861  0.364
F: 1.7809 -2.4613 0.2263  -0.214
F: 1.9262 -2.3674 2.3955  -0.233
F: 2.3781 -0.5965 1.2213  -0.163
H: -2.1443 4.2540 1.6813  0.351
H: -0.7394 5.2857 1.6793  0.477
H: -0.4992 3.5778 1.4961  0.075
H: -0.2697 4.4411 -0.7048  0.182
H: -1.4900 5.6597 -0.4797  -0.172
H: -2.5854 4.1853 -1.8911  0.396
H: -3.1023 3.5550 -0.3446  0.448
H: -1.1889 2.4112 -2.3515  0.643
H: -0.6812 2.2183 -0.7077  0.000
H: -4.2670 1.6959 -0.5265  0.316
H: -4.1064 1.8972 -2.1703  0.346
H: -2.9365 1.9288 1.0411  0.242
H: -1.3907 1.3319 1.6482  0.247
H: -4.1736 0.2032 2.1720  0.492
H: -3.4225 0.6009 4.5170  0.374
H: -1.8667 1.3688 3.7209  0.197
N: -4.6412 -2.3887 4.8565  -0.486
C: -4.3215 -3.0595 3.7506  0.017
C: -3.8550 -4.3646 3.7495  -0.516
C: -3.7095 -5.0111 4.9657  -0.325
C: -4.0364 -4.3293 6.1266  -0.365
C: -4.4969 -3.0261 6.0165  -0.223
H: -4.4454 -2.5164 2.8204  0.365
H: -3.6121 -4.8574 2.8182  0.411
H: -3.3470 -6.0302 5.0086  0.379
H: -3.9374 -4.7954 7.0972  0.374
H: -4.7662 -2.4588 6.9010  0.371
N: 6.3529 0.5581 2.3398  -0.389
C: 7.5815 0.2153 2.7218  -0.388
C: 8.0338 -1.0948 2.7547  -0.460
C: 7.1622 -2.1033 2.3748  -0.378
C: 5.8795 -1.7629 1.9774  -0.437
C: 5.5296 -0.4225 1.9767  0.172
H: 8.2297 1.0339 3.0144  0.392
H: 9.0432 -1.3173 3.0711  0.368
H: 7.4780 -3.1383 2.3889  0.396
H: 5.1665 -2.5178 1.6747  0.392
H: 4.5411 -0.1058 1.6733  0.202
N: 3.3314 -3.2069 7.6934  -0.537
C: 3.4493 -1.9529 8.1232  -0.211
C: 3.2472 -0.8412 7.3189  -0.461
C: 2.9058 -1.0437 5.9919  -0.266
C: 2.7798 -2.3424 5.5270  -0.056
C: 3.0016 -3.3835 6.4162  -0.416
H: 3.7205 -1.8384 9.1671  0.340
H: 3.3557 0.1554 7.7240  0.363
H: 2.7412 -0.2024 5.3300  0.456
H: 2.5171 -2.5443 4.5009  0.485
H: 2.9108 -4.4151 6.0936  0.361
N: -3.6392 -3.5034 -6.1418  -0.562
C: -2.6659 -2.6964 -5.7197  -0.303
C: -1.5147 -2.4353 -6.4499  -0.224
C: -1.3655 -3.0483 -7.6821  -0.535
C: -2.3669 -3.8920 -8.1359  -0.288
C: -3.4788 -4.0823 -7.3307  -0.326
H: -2.8166 -2.2398 -4.7511  0.556
H: -0.7601 -1.7693 -6.0553  0.422
H: -0.4810 -2.8734 -8.2823  0.402
H: -2.2870 -4.3914 -9.0920  0.442
H: -4.2876 -4.7325 -7.6489  0.404
N: -1.5253 7.9089 -0.8543  -0.353
C: -1.7878 8.3869 -2.0691  -0.061
C: -1.6698 9.7248 -2.4107  -0.723
C: -1.2585 10.6182 -1.4353  -0.112
C: -0.9821 10.1387 -0.1655  -0.689
C: -1.1295 8.7811 0.0711  -0.055
H: -2.1084 7.6548 -2.8029  0.373
H: -1.8943 10.0556 -3.4151  0.353
H: -1.1543 11.6714 -1.6613  0.378
H: -0.6582 10.8006 0.6254  0.359
H: -0.9197 8.3645 1.0505  0.378
N: 4.2259 5.3513 0.9253  -0.588
C: 3.0728 5.0701 0.3231  -0.333
C: 2.5934 3.7812 0.1487  -0.146
C: 3.3533 2.7256 0.6245  -0.340
C: 4.5596 2.9941 1.2543  -0.170
C: 4.9435 4.3226 1.3760  -0.398
H: 2.5093 5.9246 -0.0383  0.429
H: 1.6498 3.6101 -0.3498  0.263
H: 3.0092 1.7063 0.5009  0.490
H: 5.1895 2.1938 1.6428  0.530
H: 5.8771 4.5830 1.8630  0.384
N: 1.3683 -6.5589 -8.0462  -0.566
C: 1.4152 -7.6750 -8.7707  -0.208
C: 0.3304 -8.5181 -8.9554  -0.323
C: -0.8715 -8.1853 -8.3506  -0.356
C: -0.9386 -7.0286 -7.5924  -0.290
C: 0.2057 -6.2531 -7.4739  -0.311
H: 2.3744 -7.9002 -9.2242  0.358
H: 0.4268 -9.4115 -9.5570  0.353
H: -1.7420 -8.8179 -8.4689  0.379
H: -1.8556 -6.7306 -7.1032  0.435
H: 0.1977 -5.3379 -6.8933  0.528

Its molar mass is 943.1 g mol⁻¹. The calculation puts the total energy at -3530.2981 hartree. As for the SMILES: CCCC[C@@](N)(C#N)[C@](C#N)(C[C@@H]1CO1)S(=O)(=O)C(F)(F)C(F)(F)F.c1ccncc1.c1ccncc1.c1ccncc1.c1ccncc1.c1ccncc1.c1ccncc1.c1ccncc1. The highest occupied orbital energy is -9.24 eV. The value obtained for the maximum force is 1.9 eV/Å. The net charge is 0.